Entry 1:
A structure of composition C39H47N4P2PbS5SbSi2Te, computed with ωB97M-V with the def2-TZVPD basis set.

## Properties
LUMO (spin up / spin down) in eV: 2.216 / -0.323
Net charge: -1
Energy above the lowest of the compared OMol25 structures with the same formula, charge and spin in kJ/mol: 71.26
DFT total energy in eV: -154759.13103
2S+1: 2
Largest force on an atom in eV Å⁻¹: 4.853
Molecular weight in g/mol: 1306.8

XYZ file:
```
102
C39H47N4P2PbS5SbSi2Te, DFT ωB97M-V with the def2-TZVPD basis set
Pb -1.09322 1.19292 -0.85889
C -2.92911 3.56345 1.75611
Si -2.65835 1.91725 2.58623
C -4.35970 1.21015 2.62562
C -1.93134 2.20986 4.33682
N -1.54248 1.10239 1.58005
P -1.12794 -0.45788 1.63324
C -0.98229 -1.00394 0.05959
P 0.35119 -1.77849 -0.65833
N 1.71713 -1.01179 -0.74270
Si 3.09568 -0.16235 -0.87421
C 2.64957 1.67253 -1.27228
C 4.18538 -0.32536 0.61894
C 4.21523 -0.74452 -2.38844
C 0.57382 -3.42194 0.12234
C 1.86446 -3.89010 0.19350
C 2.05500 -5.21451 0.71532
C 1.03056 -6.04407 1.03435
C -0.26335 -5.60215 0.91370
C -0.49396 -4.34018 0.42841
C 0.02078 -2.27875 -2.46865
C 0.50339 -1.52045 -3.56853
C 0.12017 -1.89838 -4.85151
C -0.63051 -3.06670 -5.11246
C -1.04131 -3.87220 -4.02103
C -0.69556 -3.44260 -2.71072
C 0.31668 -0.65648 2.68011
C 1.10311 0.45631 3.09920
C 2.28685 0.28072 3.77615
C 2.70485 -0.98807 4.17122
C 1.95559 -2.08416 3.75617
C 0.78454 -1.90274 2.98736
C -2.36866 -1.49477 2.52348
C -3.29241 -2.26827 1.85311
C -4.23143 -3.05467 2.53903
C -4.22355 -3.04611 3.93170
C -3.36835 -2.17626 4.59295
C -2.40452 -1.43802 3.91940
H -3.89291 3.59225 1.29136
H -2.24916 3.65712 0.88019
H -2.73240 4.47072 2.35122
H -4.52439 0.31115 3.30734
H -4.48942 1.02647 1.56565
H -4.97757 2.04862 2.87537
H -2.78152 2.81867 4.82292
H -0.98621 2.84442 4.38682
H -1.78130 1.34811 4.88269
H 1.91961 2.08952 -0.56154
H 2.07653 1.56290 -2.19794
H 3.36020 2.53132 -1.39491
H 3.53046 -0.21989 1.51755
H 5.05376 0.36454 0.66196
H 4.65428 -1.35942 0.61830
H 3.69466 -0.75817 -3.33707
H 4.66366 -1.82504 -2.13772
H 5.01332 -0.14639 -2.52249
H 2.68761 -3.24595 -0.16045
H 3.10632 -5.53456 0.78372
H 1.22407 -7.06257 1.38935
H -1.13546 -6.22905 1.09725
H -1.50697 -3.98261 0.26709
H 1.17914 -0.64452 -3.34884
H 0.38268 -1.28492 -5.74248
H -0.75551 -3.39468 -6.12478
H -1.58510 -4.82518 -4.20723
H -1.11311 -4.10668 -1.95819
H 0.75416 1.45451 2.91084
H 2.82010 1.13080 4.18188
H 3.58089 -1.06572 4.86036
H 2.19420 -3.08103 4.14186
H 0.25942 -2.80620 2.68044
H -3.24891 -2.30448 0.78346
H -4.90285 -3.65251 1.91838
H -4.91489 -3.77530 4.44519
H -3.50814 -2.12401 5.68952
H -1.79521 -0.80586 4.51833
S -4.33604 1.66166 -4.48166
Sb -3.83424 3.35427 -2.56325
S -1.62485 4.01275 -2.92870
S -3.72402 1.53118 -0.96428
C 4.05935 4.84427 0.93621
N 2.61787 4.69441 0.65730
C 1.95738 4.75407 -0.58352
C 0.58512 4.75096 -0.40407
N 0.46217 4.43155 0.94562
C 1.68297 4.41813 1.64741
S 1.86458 4.19749 3.33699
H 4.28203 5.88685 0.93314
H 4.70990 4.29467 0.19164
H 4.33462 4.44058 1.91120
H 2.52593 5.04287 -1.44540
H -0.16747 4.74318 -1.12096
H -0.42265 4.22037 1.41066
Te -2.33314 0.31928 -4.38174
C -1.28702 1.20706 -6.01354
C -0.62354 2.39179 -6.03691
C -0.09159 2.74097 -7.30118
C -0.47429 1.83117 -8.26722
S -1.35897 0.55006 -7.59821
H -0.46208 3.03605 -5.14915
H 0.61483 3.53010 -7.47978
H -0.12678 1.67823 -9.29234
```



Entry 2:
A structure of composition C39H48As2F5NO10OsPS3, computed with ωB97M-V with the def2-TZVPD basis set.

## Properties
LUMO (spin up / spin down) in eV: -2.793 / -6.671
Net charge: +1
Energy above the lowest of the compared OMol25 structures with the same formula, charge and spin in kJ/mol: 424.68
DFT total energy in eV: -242704.15981
2S+1: 5
Largest force on an atom in eV Å⁻¹: 2.718
Molecular weight in g/mol: 1253.0

XYZ file:
```
110
C39H48As2F5NO10OsPS3, DFT ωB97M-V with the def2-TZVPD basis set
Os 1.15570 2.00071 1.89427
C 3.46110 -0.64458 -3.86603
C 4.08553 -1.68635 -2.92328
C 3.06288 -2.78728 -2.61885
C 5.27617 -2.31780 -3.65340
C 4.50893 -0.99678 -1.63657
C 5.80735 -1.12929 -1.12329
C 6.26192 -0.35032 -0.08188
C 5.40039 0.58211 0.46694
S 5.77542 1.86011 1.57981
C 4.12282 2.37116 1.47998
N 3.33601 1.62563 0.73401
C 4.04482 0.64549 0.07613
C 3.61832 -0.15699 -0.98147
C 3.62529 3.58552 2.07785
C 4.47155 4.63863 2.42555
C 3.93189 5.83898 2.84055
C 2.55294 5.99743 2.89804
C 1.70423 4.94882 2.57315
C 2.22528 3.72358 2.18086
H 3.32677 -1.07609 -4.85361
H 4.11114 0.22134 -3.96119
H 2.48382 -0.30944 -3.53567
H 2.17007 -2.37947 -2.14618
H 2.77373 -3.27176 -3.54811
H 3.48302 -3.53487 -1.94881
H 4.94938 -2.69056 -4.62095
H 5.68823 -3.15732 -3.09950
H 6.05886 -1.58422 -3.83076
H 6.50203 -1.81863 -1.56884
H 7.27574 -0.42870 0.27457
H 2.60516 -0.07245 -1.33503
H 5.54061 4.51386 2.34133
H 4.58566 6.65946 3.09500
H 2.13120 6.94325 3.20135
H 0.63364 5.08727 2.62533
F 2.14263 1.39663 4.49761
C 0.99415 1.95914 3.97636
F 0.84644 3.12890 4.65526
C -0.19669 1.05727 4.37584
F -1.19793 1.76910 4.86878
F -0.67244 0.43174 3.25255
F 0.09445 0.08758 5.23625
C 2.71580 -0.96933 2.50327
O 1.51367 -0.54733 1.82822
C 1.09446 -1.41404 0.87090
O 1.81642 -2.28410 0.45097
C -0.33786 -1.30169 0.53316
C -0.99026 -2.48702 0.44177
As -0.16366 -3.84945 -0.68176
C -1.66113 -5.11214 -0.88769
C -0.58144 -2.54882 -2.12567
C -0.89400 -1.25469 -2.11224
As -1.27823 -0.00076 -0.58013
C 0.12948 1.32317 -1.00129
C -0.87726 -0.45695 -3.38060
O 0.16713 0.06086 -3.69725
O -1.99870 -0.16610 -4.00876
C -3.16892 -0.94831 -3.83376
C -0.40091 -3.20498 -3.44157
O -0.74373 -2.73808 -4.49687
O 0.20584 -4.38681 -3.29866
C 0.51312 -5.09161 -4.49832
C -2.46570 -2.41194 0.38570
O -3.11515 -2.47005 -0.63802
O -2.98237 -2.27237 1.59223
C -4.40375 -2.22233 1.67546
H 3.13812 -0.09997 3.00199
H 3.42349 -1.38835 1.78548
H 2.45134 -1.73196 3.23943
H -1.93687 -5.49177 0.09608
H -1.32836 -5.95810 -1.48806
H -2.52941 -4.66653 -1.36271
H 0.73787 1.01123 -1.84831
H 0.78352 1.51123 -0.12828
H -0.34889 2.26940 -1.26761
H -4.01142 -0.29565 -4.05749
H -3.25166 -1.34495 -2.81698
H -3.14775 -1.77102 -4.55244
H -0.39304 -5.53611 -4.91278
H 1.22569 -5.86469 -4.22431
H 0.94124 -4.40813 -5.23531
H -4.66774 -2.53479 2.68291
H -4.84290 -2.88842 0.93132
H -4.74773 -1.20493 1.48392
C -5.15506 0.97443 -1.01136
C -4.36641 2.21625 -0.62510
C -3.45231 2.68238 -1.74664
O -3.58962 1.83622 0.52617
P -3.12704 2.83191 1.69476
S -4.20614 4.51533 1.74146
S -1.13337 3.16075 1.38672
O -3.25612 1.93364 2.98618
C -4.44729 1.85626 3.81506
C -4.19382 0.74386 4.82038
C -5.68976 1.57006 2.99106
H -5.67151 1.13584 -1.95211
H -5.88626 0.73366 -0.24495
H -4.46757 0.13314 -1.11821
H -5.03665 3.03703 -0.33510
H -2.84429 1.84403 -2.09826
H -2.79672 3.47639 -1.39254
H -4.04661 3.06316 -2.57295
H -4.55464 2.82018 4.32806
H -4.02875 -0.19455 4.29794
H -5.05856 0.64297 5.46950
H -3.32645 0.96945 5.43086
H -5.57234 0.63458 2.45083
H -5.89565 2.36887 2.28181
H -6.54358 1.48176 3.65651
```